## A
{"formula": "C6H16N2O", "method": "ωB97M-V/def2-TZVPD", "lumo_ev": 1.009, "total_charge": 0, "homo_lumo_gap_ha": 0.3308, "elements": ["C", "C", "N", "C", "C", "C", "C", "N", "H", "H", "H", "H", "H", "H", "H", "H", "H", "H", "H", "H", "H", "H", "O", "H", "H"], "positions_angstrom": [[2.324, 1.100, 0.508], [0.864, 1.252, -0.030], [0.549, 2.509, -0.659], [-0.100, 0.965, 1.161], [0.011, -0.461, 1.728], [0.200, -1.489, 0.645], [-0.791, -2.105, 0.006], [-0.805, -3.166, -0.864], [2.977, 1.740, -0.113], [2.722, 0.096, 0.326], [2.485, 1.379, 1.551], [0.831, 0.434, -0.758], [1.366, 2.910, -1.100], [0.079, 3.204, -0.101], [-1.151, 1.028, 0.834], [0.052, 1.755, 1.905], [-0.860, -0.642, 2.392], [0.927, -0.584, 2.332], [1.247, -1.798, 0.687], [-1.785, -1.923, 0.421], [0.065, -3.530, -1.211], [-1.602, -3.369, -1.434], [-2.069, 0.812, -2.014], [-2.300, 0.348, -1.188], [-1.239, 1.226, -1.774]], "nbo_charge": [-0.63, -0.06, -0.86, -0.39, -0.42, -0.33, 0.01, -0.81, 0.20, 0.21, 0.20, 0.19, 0.36, 0.37, 0.19, 0.20, 0.21, 0.20, 0.20, 0.18, 0.38, 0.39, -0.94, 0.46, 0.48]}

---

## B
{"formula": "C6H16N2O", "method": "ωB97M-V/def2-TZVPD", "lumo_ev": 0.840, "total_charge": 0, "homo_lumo_gap_ha": 0.3520, "elements": ["H", "N", "C", "N", "C", "O", "H", "H", "H", "H", "H", "C", "C", "C", "C", "H", "H", "H", "H", "H", "H", "H", "H", "H", "H"], "positions_angstrom": [[0.683, -2.659, -3.291], [0.140, -2.510, -2.445], [-0.037, -1.294, -2.189], [-0.789, -0.887, -1.030], [-1.684, -1.923, -0.474], [-1.407, 0.321, -1.229], [0.303, -0.421, -2.748], [-0.082, -0.469, -0.194], [-2.128, -1.517, 0.431], [-2.465, -2.138, -1.202], [-1.116, -2.828, -0.269], [1.773, 0.969, 0.177], [0.347, 0.966, 0.741], [-0.038, 2.413, 1.105], [0.273, 0.119, 2.019], [2.123, -0.042, -0.047], [2.480, 1.410, 0.887], [1.824, 1.552, -0.744], [-0.572, 0.883, -0.161], [0.645, 2.816, 1.859], [0.007, 3.068, 0.234], [-1.048, 2.462, 1.514], [-0.747, 0.082, 2.405], [0.910, 0.537, 2.805], [0.604, -0.909, 1.847]], "nbo_charge": [0.36, -0.62, 0.29, -0.21, -0.42, -0.67, 0.19, 0.45, 0.22, 0.22, 0.22, -0.62, -0.40, -0.58, -0.61, 0.19, 0.21, 0.21, 0.34, 0.19, 0.21, 0.21, 0.21, 0.21, 0.20]}

---

Most stable pick: A. Distance to second place: 294.6 kJ/mol.